Here is a cluster of 3 separate species, C30H48BNO12 in total from OMol25. Energies are from wB97M-V/def2-TZVPD.

Last column: Löwdin charge in e.
CARTESIAN COORDINATES (ANGSTROEM)
C  0.953  -2.463  -0.767  -0.140
C  1.242  -2.013  -2.319  -0.225
C  0.877  -0.409  -2.620  -0.197
C  -0.145  -0.256  -3.891  -0.204
C  -1.691  0.126  -3.504  -0.178
C  -2.157  -0.297  -1.991  -0.019
C  -2.505  0.828  -0.803  -0.049
C  -2.452  2.472  -1.073  -0.152
C  -3.881  3.146  -0.525  -0.202
C  -3.694  4.063  0.821  -0.192
C  -4.413  3.365  2.161  -0.181
C  -5.022  4.515  3.155  -0.181
O  -5.730  4.013  4.341  -0.115
C  -5.670  2.549  4.459  -0.287
C  -6.823  1.519  3.832  -0.013
O  -4.652  1.946  5.101  -0.032
C  -2.916  0.216  0.694  0.075
C  -2.984  -1.428  0.990  0.047
B  -3.354  -1.923  2.515  -0.446
O  -4.300  -1.117  3.341  0.017
O  -2.696  -3.139  3.033  -0.057
C  -1.914  -2.859  4.256  -0.215
C  -0.594  -1.913  4.023  -0.101
C  -2.689  -2.520  -0.197  0.028
C  -2.279  -1.919  -1.667  0.029
C  -2.015  -3.229  -2.623  -0.249
O  -1.682  -3.349  -3.913  -0.023
N  -2.302  -4.414  -1.694  0.061
C  -2.687  -4.160  -0.222  -0.216
O  -2.972  -5.079  0.707  0.016
H  1.913  -2.785  -0.162  0.077
H  0.269  -3.440  -0.807  0.069
H  0.335  -1.677  -0.146  0.069
H  0.713  -2.747  -3.067  0.090
H  2.413  -2.168  -2.497  0.105
H  0.571  0.179  -1.656  0.101
H  1.916  0.064  -2.971  0.108
H  -0.152  -1.225  -4.576  0.113
H  0.269  0.657  -4.541  0.114
H  -2.383  -0.499  -4.249  0.124
H  -1.928  1.265  -3.768  0.107
H  -1.504  2.986  -0.618  0.095
H  -2.438  2.732  -2.238  0.107
H  -4.286  3.877  -1.377  0.115
H  -4.720  2.306  -0.406  0.118
H  -2.548  4.188  1.021  0.102
H  -4.129  5.143  0.627  0.116
H  -5.227  2.628  1.708  0.110
H  -3.522  2.778  2.695  0.117
H  -5.760  5.276  2.620  0.142
H  -4.118  5.187  3.549  0.147
H  -7.082  1.775  2.716  0.084
H  -7.792  1.456  4.487  0.095
H  -6.364  0.418  3.809  0.093
H  -3.175  0.910  1.626  0.086
H  -3.739  -0.336  3.687  0.111
H  -1.504  -3.919  4.622  0.144
H  -2.681  -2.393  5.043  0.140
H  -0.855  -0.781  3.784  0.082
H  0.175  -2.317  3.236  0.090
H  -0.008  -1.878  5.062  0.093
H  -3.260  -4.680  -2.073  0.149
C  6.570  -2.341  -5.269  -0.070
C  6.375  -3.669  -4.561  -0.219
O  7.193  -3.739  -3.387  0.024
C  6.697  -3.117  -2.289  -0.549
O  5.633  -2.523  -2.217  0.099
O  7.599  -3.255  -1.284  -0.006
C  7.226  -2.594  -0.077  -0.051
H  7.632  -2.163  -5.470  0.082
H  6.022  -2.321  -6.215  0.080
H  6.221  -1.509  -4.649  0.075
H  6.694  -4.484  -5.220  0.124
H  5.321  -3.847  -4.318  0.124
H  6.224  -2.894  0.247  0.097
H  7.279  -1.509  -0.214  0.093
H  7.938  -2.880  0.701  0.095
C  5.706  3.444  0.575  -0.068
C  4.939  2.199  0.168  -0.218
O  3.880  1.934  1.096  0.025
C  2.745  2.654  0.914  -0.548
O  2.553  3.485  0.040  0.106
O  1.864  2.303  1.883  -0.004
C  0.639  3.032  1.843  -0.051
H  6.049  3.363  1.612  0.082
H  6.572  3.596  -0.075  0.080
H  5.071  4.334  0.519  0.076
H  5.609  1.333  0.194  0.119
H  4.554  2.278  -0.856  0.125
H  0.177  2.979  0.851  0.070
H  0.815  4.073  2.132  0.103
H  -0.048  2.583  2.565  0.093

The structure (SMILES) is CCCCCc1c(CCCCCOC(C)=O)cc(B(O)OCC)c2c1C(=O)NC2=O.CCOC(=O)OC.CCOC(=O)OC. For the total energy, the calculation gives -2153.8604 a.u. The calculation puts the lowest unoccupied orbital energy at -1.588 eV. For the frontier orbital gap, the calculation gives 7.362 eV.

---

Here is a cluster of 11 separate species, C30H48Br14N4 in total from OMol25. Energies are from wB97M-V/def2-TZVPD.

Last column: Löwdin charge in e.
CARTESIAN COORDINATES (ANGSTROEM)
N  3.244  -6.810  23.110  0.014
C  4.253  -6.877  22.210  -0.148
C  5.069  -5.745  22.405  -0.094
C  4.486  -5.006  23.507  -0.074
C  3.330  -5.709  23.884  -0.149
H  2.473  -7.498  23.196  0.111
H  4.463  -7.813  21.690  0.083
H  6.089  -5.674  22.033  0.067
H  4.879  -4.052  23.869  0.057
H  2.644  -5.507  24.645  0.062
N  0.105  -7.096  27.852  -0.003
C  1.207  -6.479  27.365  -0.198
C  2.011  -7.311  26.698  -0.117
C  1.365  -8.584  26.811  -0.106
C  0.228  -8.449  27.609  -0.127
H  -0.703  -6.466  28.160  0.165
H  1.300  -5.454  27.581  0.098
H  3.040  -7.065  26.315  0.115
H  1.846  -9.516  26.502  0.096
H  -0.426  -9.145  28.057  0.096
N  6.756  -11.042  20.675  -0.005
C  6.383  -10.209  21.710  -0.141
C  7.545  -9.869  22.337  -0.129
C  8.618  -10.513  21.696  -0.114
C  8.088  -11.188  20.610  -0.151
H  6.164  -11.352  19.929  0.134
H  5.351  -9.987  21.965  0.054
H  7.726  -9.254  23.206  0.070
H  9.675  -10.341  21.832  0.090
H  8.610  -11.714  19.755  0.131
N  6.680  -0.930  20.792  -0.007
C  6.195  0.316  20.504  -0.137
C  4.834  0.311  20.686  -0.094
C  4.485  -1.030  21.090  -0.103
C  5.687  -1.750  21.085  -0.211
H  7.643  -1.128  20.726  0.087
H  6.894  1.127  20.260  0.115
H  4.176  1.127  20.612  0.076
H  3.494  -1.467  21.247  0.050
H  5.898  -2.831  21.242  0.098
Br  7.195  -1.873  24.345  0.669
C  6.259  -0.266  24.802  -0.705
C  5.742  -0.404  26.257  -0.718
Br  4.687  1.147  26.712  0.613
H  5.455  -0.111  24.087  0.034
H  7.017  0.452  24.643  0.028
H  6.575  -0.386  26.978  0.055
H  5.047  -1.293  26.261  0.046
Br  6.330  -5.168  15.580  0.561
C  5.764  -4.203  17.221  -0.665
C  5.016  -5.013  18.283  -0.636
Br  6.034  -6.638  18.711  0.613
H  5.133  -3.363  16.947  0.061
H  6.730  -3.820  17.637  0.022
H  4.049  -5.396  17.970  0.032
H  4.929  -4.343  19.137  0.050
Br  8.796  -3.746  19.914  0.724
C  9.009  -5.267  21.050  -0.729
C  9.033  -4.922  22.475  -0.709
Br  9.366  -6.468  23.635  0.644
H  9.801  -5.832  20.647  0.049
H  8.195  -5.906  20.879  -0.004
H  8.031  -4.526  22.756  0.030
H  9.698  -4.121  22.737  0.048
Br  -2.637  -5.967  25.718  0.580
C  -1.629  -7.306  24.614  -0.671
C  -1.179  -6.715  23.345  -0.646
Br  -0.236  -8.217  22.433  0.634
H  -2.447  -7.958  24.375  0.039
H  -0.814  -7.704  25.241  0.035
H  -0.400  -5.915  23.388  0.048
H  -1.941  -6.238  22.668  0.090
Br  3.009  -8.861  17.324  0.674
C  2.805  -9.236  19.176  -0.760
C  2.699  -10.696  19.432  -0.648
Br  2.630  -11.051  21.373  0.620
H  1.846  -8.849  19.402  0.023
H  3.613  -8.710  19.701  0.025
H  3.514  -11.273  19.085  0.031
H  1.749  -11.025  19.057  0.055
Br  -0.046  -1.431  27.201  0.550
C  -0.005  -2.262  25.379  -0.659
C  1.226  -2.906  24.867  -0.709
Br  2.535  -1.630  24.240  0.673
H  -0.365  -1.411  24.814  0.042
H  -0.737  -3.082  25.512  0.038
H  1.031  -3.460  23.943  -0.024
H  1.743  -3.515  25.633  0.056
Br  0.770  -3.298  21.203  0.709
C  2.185  -4.265  20.346  -0.703
C  1.789  -5.672  19.960  -0.702
Br  0.685  -5.735  18.356  0.617
H  2.958  -4.434  21.057  0.028
H  2.540  -3.678  19.526  0.043
H  1.187  -6.118  20.742  0.001
H  2.718  -6.198  19.678  0.034

The structure (SMILES) is c1cc[nH]c1.c1cc[nH]c1.c1cc[nH]c1.c1cc[nH]c1.BrCCBr.BrCCBr.BrCCBr.BrCCBr.BrCCBr.BrCCBr.BrCCBr. For the total energy, the calculation gives -37427.0859 a.u. The calculation puts the lowest unoccupied orbital energy at 0.039 eV. For the energy above the lowest of the compared OMol25 structures with the same formula, charge and spin, the calculation gives 0.0 kcal per mole. For the frontier orbital gap, the calculation gives 8.384 eV.

---

Here is a cluster of 14 separate species, C30H48Cl39I2NP in total from OMol25. Energies are from wB97M-V/def2-TZVPD.

Last column: Löwdin charge in e.
CARTESIAN COORDINATES (ANGSTROEM)
C  7.687  -3.981  0.908  -0.109
C  6.274  -4.772  0.908  -0.281
C  5.125  -3.668  1.066  -0.232
C  4.616  -3.254  -0.417  -0.189
C  4.154  -1.699  -0.354  -0.206
C  2.819  -1.592  -1.209  -0.214
C  2.116  -0.155  -1.216  -0.204
C  2.443  0.777  0.037  -0.187
C  1.074  1.559  0.431  -0.240
C  0.420  0.862  1.736  -0.266
C  -0.346  -0.460  1.271  -0.317
P  -2.029  -0.725  2.072  0.977
C  -1.970  -2.485  2.798  -0.336
C  -1.419  -3.524  1.683  -0.254
C  -2.209  -4.902  1.661  -0.315
N  -1.333  -6.049  1.213  -0.035
C  -3.479  -0.625  0.864  -0.817
I  -4.774  -2.385  0.802  0.968
C  -3.750  0.483  0.050  -0.735
C  -4.919  0.596  -0.994  -0.177
I  -2.463  2.253  0.203  1.002
H  7.563  -2.862  1.007  0.068
H  8.175  -4.218  -0.091  0.065
H  8.311  -4.415  1.745  0.071
H  6.180  -5.480  1.791  0.086
H  6.087  -5.287  -0.086  0.031
H  5.516  -2.748  1.619  0.094
H  4.232  -4.025  1.684  0.105
H  3.680  -3.889  -0.578  0.107
H  5.413  -3.430  -1.196  0.110
H  3.998  -1.498  0.760  0.090
H  4.977  -1.021  -0.729  0.123
H  2.047  -2.396  -0.962  0.102
H  3.121  -1.805  -2.293  0.119
H  0.999  -0.340  -1.374  0.088
H  2.451  0.400  -2.157  0.115
H  3.213  1.543  -0.322  0.062
H  2.757  0.231  0.973  0.093
H  1.327  2.650  0.645  0.096
H  0.391  1.511  -0.467  0.049
H  1.266  0.688  2.461  0.116
H  -0.323  1.630  2.142  0.047
H  -0.492  -0.548  0.153  0.087
H  0.325  -1.339  1.566  0.106
H  -2.237  0.144  3.201  0.071
H  -2.963  -2.804  3.236  0.066
H  -1.169  -2.474  3.613  0.106
H  -1.636  -3.018  0.677  0.084
H  -0.299  -3.678  1.770  0.117
H  -2.641  -5.135  2.680  0.118
H  -3.096  -4.905  0.937  0.062
H  -1.148  -5.890  0.207  0.072
H  -1.978  -6.859  1.199  0.074
H  -5.587  -0.310  -1.061  0.038
H  -4.452  0.725  -2.031  0.102
H  -5.579  1.506  -0.840  0.049
C  7.261  -8.175  -1.284  -1.500
Cl  6.900  -6.704  -2.200  0.547
Cl  7.805  -7.775  0.354  0.557
Cl  5.846  -9.234  -1.230  0.523
H  8.065  -8.703  -1.791  0.020
C  5.018  4.606  -0.490  -1.526
Cl  6.736  4.354  -0.157  0.536
Cl  4.493  3.600  -1.848  0.532
Cl  4.050  4.262  0.948  0.530
H  4.872  5.649  -0.759  0.019
C  -6.422  3.133  1.555  -1.539
Cl  -7.048  4.781  1.707  0.514
Cl  -5.808  2.556  3.111  0.515
Cl  -7.670  2.041  0.941  0.527
H  -5.597  3.144  0.846  -0.034
C  -11.121  3.170  -1.807  -1.593
Cl  -10.002  4.037  -0.747  0.478
Cl  -11.039  3.809  -3.454  0.519
Cl  -10.772  1.434  -1.796  0.512
H  -12.133  3.318  -1.431  -0.083
C  10.630  3.238  -0.899  -1.545
Cl  11.706  4.181  0.139  0.509
Cl  10.712  3.818  -2.569  0.513
Cl  11.035  1.519  -0.817  0.524
H  9.610  3.367  -0.541  -0.020
C  -9.104  8.174  0.380  -1.526
Cl  -9.695  9.829  0.569  0.515
Cl  -8.496  7.557  1.925  0.503
Cl  -10.382  7.133  -0.261  0.508
H  -8.282  8.184  -0.331  0.011
C  12.192  7.828  -1.827  -1.545
Cl  10.772  7.444  -0.844  0.490
Cl  12.317  9.573  -2.086  0.525
Cl  13.662  7.206  -1.066  0.515
H  12.078  7.346  -2.794  0.013
C  -15.374  3.289  -3.164  -1.503
Cl  -16.794  2.912  -2.182  0.537
Cl  -15.194  5.037  -3.353  0.535
Cl  -13.916  2.589  -2.444  0.579
H  -15.512  2.850  -4.149  0.020
C  -8.780  12.438  -2.631  -1.533
Cl  -7.671  13.321  -1.576  0.531
Cl  -8.703  13.070  -4.282  0.553
Cl  -8.413  10.708  -2.611  0.506
H  -9.791  12.578  -2.258  0.019
C  -10.726  15.002  -6.717  -1.563
Cl  -11.158  14.232  -8.249  0.520
Cl  -9.388  16.137  -6.948  0.515
Cl  -12.126  15.825  -6.018  0.520
H  -10.403  14.228  -6.025  -0.056
C  7.591  -10.209  3.165  -1.559
Cl  9.306  -10.460  3.513  0.543
Cl  7.079  -11.210  1.800  0.533
Cl  6.608  -10.557  4.592  0.518
H  7.445  -9.166  2.897  -0.037
C  3.307  -8.454  4.331  -1.527
Cl  2.589  -10.042  4.620  0.515
Cl  4.028  -7.817  5.816  0.522
Cl  4.515  -8.546  3.042  0.510
H  2.521  -7.774  4.014  0.013
C  4.146  -13.247  2.428  -1.561
Cl  2.965  -13.327  3.742  0.502
Cl  4.835  -14.844  2.112  0.531
Cl  3.404  -12.589  0.962  0.509
H  4.950  -12.582  2.732  -0.060

The charge is +1. For the total energy, the calculation gives -20110.4018 a.u. The calculation puts the lowest unoccupied orbital energy at -3.757 eV. For the frontier orbital gap, the calculation gives 8.152 eV.